1.
# CN3O2S

A gas-phase ion, CN3O2S (charge -1) at a distorted geometry (ωB97M-V with the def2-TZVPD basis set, the Open Molecules 2025 dataset).

Properties
Energy relative to the best compared isomer or geometry (same formula, charge and spin): 0.4286 eV
E_HOMO: -5.004 eV
Max |F|: 3.59 eV/Å
M: 118.10 g mol⁻¹
E_tot: -20434.8187 eV
Charge: -1

Last column: natural (NBO) charge in e.
Atoms and positions in Å:
C: -2.197 0.009 -0.013  0.03
N: -3.158 0.645 -0.069  -0.40
N: 0.428 0.612 0.110  -0.33
N: 1.558 0.051 0.004  0.52
O: 2.531 0.825 0.045  -0.53
O: 1.690 -1.178 -0.125  -0.56
S: -0.851 -0.963 0.049  0.27

2.
# CN4O15Zr2

A molecular structure, CN4O15Zr2 at a distorted geometry (ωB97M-V with the def2-TZVPD basis set, the Open Molecules 2025 dataset).

Properties
E_HOMO (spin up / spin down): -20.700 / -20.698 eV
Expectation value of S²: 0.756
Max |F|: 15.13 eV/Å
M: 490.47 g mol⁻¹
E_tot: -40208.7716 eV
Charge: +3
Spin multiplicity: 2

Last column: Mulliken spin population.
Atoms and positions in Å:
Zr: 0.249 1.411 -1.772  0.00
Zr: -1.634 -2.343 0.983  0.00
C: -0.103 -0.086 1.311  0.00
O: 0.047 0.401 0.179  0.00
O: 0.187 -1.347 1.295  0.00
O: -1.323 -0.322 1.211  0.00
N: -3.115 -0.039 -1.300  0.00
O: -2.203 0.653 -1.900  0.00
O: -4.285 0.375 -1.206  0.00
O: -2.755 -1.069 -0.724  0.00
N: -0.452 -1.771 -2.621  0.00
O: -1.205 -2.179 -3.470  0.00
O: 0.013 -0.620 -2.622  0.00
O: -0.580 -2.283 -1.549  0.00
N: 2.223 3.526 -0.453  0.00
O: 1.406 4.054 -1.280  0.00
O: 1.799 2.428 -0.159  0.00
O: 3.313 4.077 -0.060  0.00
N: 2.030 -1.198 3.573  -0.04
O: 1.976 0.022 3.525  0.17
O: 1.641 -2.018 4.344  0.16
O: 2.771 -1.670 2.695  0.71

3.
# CN4OP

A gas-phase ion, CN4OP (charge -1) at a distorted geometry (ωB97M-V with the def2-TZVPD basis set, the Open Molecules 2025 dataset).

Properties
Energy relative to the best compared isomer or geometry (same formula, charge and spin): 2.9339 eV
E_HOMO (spin up / spin down): -3.053 / -3.054 eV
Max |F|: 3.93 eV/Å
M: 115.01 g mol⁻¹
E_tot: -18331.0792 eV
Charge: -1

Last column: natural (NBO) charge in e.
Atoms and positions in Å:
C: 0.487 -1.856 -0.894  -0.12
N: 0.568 -0.430 0.699  -0.12
N: 0.935 -1.596 0.435  -0.32
N: -0.304 -0.823 -1.273  -0.45
N: -0.222 0.111 -0.289  -0.40
O: -0.625 2.551 1.333  -1.00
P: -0.840 2.043 -0.011  1.42

4.
# CN4OS

2 unconnected molecules or ions with the total composition CN4OS at a distorted geometry (ωB97M-V with the def2-TZVPD basis set, the Open Molecules 2025 dataset).

Properties
Energy relative to the best compared isomer or geometry (same formula, charge and spin): 3.7244 eV
E_HOMO (spin up / spin down): 1.489 / 1.502 eV
Max |F|: 3.49 eV/Å
M: 116.10 g mol⁻¹
E_tot: -19873.4304 eV
Charge: -2

Last column: natural (NBO) charge in e.
Atoms and positions in Å:
C: 0.111 0.445 0.150  0.00
N: 0.636 0.172 1.299  -0.51
N: 1.848 -0.387 0.996  -0.28
N: 0.936 0.168 -0.904  -0.49
N: 1.971 -0.324 -0.322  -0.22
O: -4.529 -1.104 -0.918  -0.90
S: -3.687 0.136 -0.681  0.40

5.
# CN5O2

2 unconnected molecules or ions with the total composition CN5O2 at a distorted geometry (ωB97M-V with the def2-TZVPD basis set, the Open Molecules 2025 dataset).

Properties
Energy relative to the best compared isomer or geometry (same formula, charge and spin): 6.6485 eV
E_HOMO (spin up / spin down): -5.301 / -5.300 eV
Max |F|: 3.66 eV/Å
M: 114.04 g mol⁻¹
E_tot: -12576.8550 eV
Charge: -1

Last column: natural (NBO) charge in e.
Atoms and positions in Å:
C: -0.316 0.236 -0.283  0.38
N: 1.004 1.824 -0.358  -0.15
N: -0.172 1.532 0.148  -0.39
N: 0.544 -0.108 -1.299  -0.39
N: 1.390 0.883 -1.262  -0.15
N: -0.929 -1.403 1.050  0.48
O: 0.060 -2.121 1.086  -0.37
O: -2.041 -1.709 1.501  -0.41

6.
# CNO2S2

2 unconnected molecules or ions with the total composition CNO2S2 at a distorted geometry (ωB97M-V with the def2-TZVPD basis set, the Open Molecules 2025 dataset).

Properties
Energy relative to the best compared isomer or geometry (same formula, charge and spin): 0.1736 eV
E_HOMO (spin up / spin down): -4.322 / -4.322 eV
Max |F|: 1.45 eV/Å
M: 122.15 g mol⁻¹
E_tot: -28294.2325 eV
Charge: -1

Last column: natural (NBO) charge in e.
Atoms and positions in Å:
C: -2.207 -0.358 0.410  0.08
N: -3.100 -0.580 1.117  -0.51
O: 1.993 0.542 0.959  -0.89
O: 2.514 -0.029 -1.374  -0.90
S: -0.916 -0.324 -0.655  -0.43
S: 1.717 0.749 -0.457  1.64

7.
# CO4S

2 unconnected molecules or ions with the total composition CO4S at a distorted geometry (ωB97M-V with the def2-TZVPD basis set, the Open Molecules 2025 dataset).

Properties
Energy relative to the best compared isomer or geometry (same formula, charge and spin): 0.1054 eV
E_HOMO: -11.753 eV
Max |F|: 2.18 eV/Å
M: 108.07 g mol⁻¹
E_tot: -20062.3955 eV

Last column: natural (NBO) charge in e.
Atoms and positions in Å:
C: -1.820 0.172 0.098  1.04
O: -2.768 0.274 0.737  -0.48
O: 1.818 -1.410 -0.442  -0.83
O: -0.923 0.157 -0.654  -0.56
O: 1.964 0.759 0.751  -0.83
S: 1.729 0.048 -0.490  1.65

8.
# Ca3H4N5O17

A molecular structure, Ca3H4N5O17 at a distorted geometry (ωB97M-V with the def2-TZVPD basis set, the Open Molecules 2025 dataset).

Properties
E_HOMO: -9.368 eV
Max |F|: 9.31 eV/Å
M: 466.28 g mol⁻¹
E_tot: -97612.8801 eV
Charge: +1

Last column: natural (NBO) charge in e.
Atoms and positions in Å:
Ca: 2.662 -0.849 3.687  1.95
Ca: -3.435 -0.473 2.339  1.90
Ca: 1.514 0.040 -1.811  1.88
N: 2.688 2.476 0.115  0.72
O: 3.744 3.075 -0.040  -0.46
O: 1.657 2.945 0.566  -0.46
O: 2.657 1.274 -0.199  -0.75
N: -3.427 -0.389 -1.257  0.70
O: -3.315 -0.584 -0.083  -0.75
O: -3.361 0.847 -1.621  -0.45
O: -3.789 -1.299 -2.038  -0.43
N: 0.042 -0.328 1.363  0.78
O: 0.080 -0.074 0.133  -0.40
O: -1.075 -0.227 1.863  -0.64
O: 0.981 -0.751 2.007  -0.68
N: -0.660 2.660 -2.749  0.73
O: -0.075 1.797 -2.049  -0.76
O: -1.641 2.418 -3.412  -0.44
O: -0.158 3.773 -2.828  -0.47
N: 2.653 -2.927 -0.416  0.72
O: 2.200 -1.830 -0.673  -0.71
O: 1.873 -3.879 -0.468  -0.47
O: 3.841 -3.133 -0.187  -0.50
O: -1.424 2.428 0.829  -0.93
H: -1.251 1.544 0.505  0.47
H: -2.356 2.568 0.660  0.47
O: -0.021 -3.911 1.650  -0.88
H: 0.316 -3.612 2.494  0.43
H: -0.920 -3.581 1.620  0.45

9.
# Ca9O28P7

A molecular structure, Ca9O28P7 at a distorted geometry (ωB97M-V with the def2-TZVPD basis set, the Open Molecules 2025 dataset).

Properties
Energy relative to the best compared isomer or geometry (same formula, charge and spin): 6.6883 eV
E_HOMO: -0.026 eV
Max |F|: 8.50 eV/Å
M: 1025.49 g mol⁻¹
E_tot: -288333.4900 eV
Charge: -3

Last column: Mulliken charge in e.
Atoms and positions in Å:
Ca: 5.013 5.906 -0.145  -0.01
Ca: 1.067 0.772 0.838  1.43
Ca: 3.138 1.537 3.550  1.03
Ca: 6.602 3.124 -1.715  0.96
Ca: 3.620 0.931 -1.295  1.15
Ca: 0.801 4.718 2.223  1.06
Ca: 1.862 4.527 -1.734  0.75
Ca: 6.387 1.578 1.748  1.34
Ca: 4.095 5.074 3.229  1.15
P: 2.215 -1.083 3.441  0.37
O: 2.386 -0.407 4.789  -0.68
O: 2.561 -0.120 2.334  -0.27
O: 0.864 -1.496 3.105  -0.77
O: 3.176 -2.258 3.478  -0.57
P: 3.906 3.365 0.577  0.17
O: 3.064 4.467 1.358  0.11
O: 5.351 3.720 0.443  -0.82
O: 3.432 3.251 -0.933  0.55
O: 3.585 1.953 0.868  -0.13
P: 0.413 1.849 -2.109  0.16
O: -0.021 3.203 -2.468  -0.76
O: 0.467 2.329 -0.629  -0.70
O: 1.836 1.298 -2.521  -0.60
O: -0.594 0.741 -2.255  -0.73
P: 5.955 1.710 -4.084  0.53
O: 7.307 2.084 -3.488  -0.82
O: 4.948 1.905 -2.932  -0.54
O: 5.936 0.278 -4.720  -0.51
O: 5.433 2.645 -5.106  -0.61
P: 2.387 4.016 5.486  0.31
O: 2.194 4.371 3.974  -0.40
O: 1.197 4.182 6.488  -0.73
O: 3.656 4.739 6.086  -0.56
O: 2.852 2.538 5.473  -0.60
P: 6.242 -0.114 -0.498  0.50
O: 6.858 -0.604 -1.836  -0.60
O: 6.957 -0.390 0.856  -0.92
O: 4.929 -0.788 -0.407  -0.76
O: 5.970 1.425 -0.649  -0.08
P: 6.059 3.167 4.349  0.97
O: 5.832 2.858 5.858  -0.63
O: 4.835 2.899 3.336  0.16
O: 7.330 2.743 3.749  -0.95
O: 6.018 4.607 4.162  -0.93

10.
# CaH10N3O14

A molecular structure, CaH10N3O14 at a distorted geometry (ωB97M-V with the def2-TZVPD basis set, the Open Molecules 2025 dataset).

Properties
Energy relative to the best compared isomer or geometry (same formula, charge and spin): 1.5442 eV
E_HOMO: -4.477 eV
Max |F|: 6.39 eV/Å
M: 316.16 g mol⁻¹
E_tot: -51731.1748 eV
Charge: -1

Last column: natural (NBO) charge in e.
Atoms and positions in Å:
Ca: -0.146 -0.459 -0.170  1.80
N: 1.997 0.164 -2.782  0.74
O: 1.593 0.554 -3.894  -0.54
O: 1.264 -0.581 -2.144  -0.68
O: 3.157 0.316 -2.433  -0.48
N: -1.069 1.792 2.817  0.72
O: -1.244 1.045 1.883  -0.63
O: 0.065 2.041 3.224  -0.50
O: -2.073 2.197 3.437  -0.58
N: 1.726 2.439 0.191  0.74
O: 2.190 2.492 1.308  -0.50
O: 0.828 1.690 -0.026  -0.65
O: 2.117 3.087 -0.805  -0.54
O: 1.959 -0.913 0.638  -0.98
H: 2.559 -0.239 0.955  0.52
H: 2.471 -1.722 0.665  0.48
O: -0.608 -2.611 -1.058  -0.96
H: -0.524 -2.808 -1.991  0.50
H: -1.392 -3.085 -0.782  0.48
O: -2.456 -0.944 0.013  -0.97
H: -3.094 -0.692 -0.655  0.49
H: -2.959 -0.967 0.828  0.51
O: -1.207 1.028 -1.629  -0.96
H: -1.674 0.873 -2.450  0.48
H: -1.453 1.917 -1.377  0.51
O: -0.531 -1.954 1.818  -0.95
H: -0.986 -2.779 1.649  0.47
H: -0.511 -1.882 2.772  0.50

The lowest max |F| belongs to which entry? CNO2S2